Formula: C8H9N2P
Source: the OMol25 dataset
Level of theory: ωB97M-V with the def2-TZVPD basis set

Each line ends with the Löwdin charge.
Element x y z (Å)
P 4.061 0.179 0.363  0.7556
N -0.496 2.060 -0.554  0.0842
N 0.717 1.555 -0.516  -0.0572
C 2.749 -0.745 -0.376  -0.3444
C 0.871 0.254 -0.247  -0.0485
C -0.415 -0.204 0.025  -0.1395
C -2.592 0.889 -0.094  -0.0443
C -2.470 -1.533 0.472  -0.1017
C -1.234 0.986 -0.209  -0.2955
C -1.069 -1.478 0.349  -0.0260
C -3.184 -0.313 0.315  -0.0865
H -4.298 -0.369 0.281  0.1050
H 3.508 1.392 0.034  -0.1322
H -3.011 1.861 -0.261  0.1059
H 3.700 0.400 1.672  -0.1219
H -2.917 -2.435 0.790  0.0792
H 1.406 2.279 -0.668  0.1437
H 2.925 -0.551 -1.431  0.0147
H 2.400 -1.737 -0.385  0.0128
H -0.652 -2.490 0.439  0.0967

The LUMO energy is 0.40 eV. The energy relative to the best compared isomer or geometry (same formula, charge and spin) is 298.0 kJ/mol. Its total energy is -20706.6221 eV. The charge is 0. As for the spin multiplicity: 1.

Formula: C8H9N3OS
Source: the OMol25 dataset
Level of theory: ωB97M-V with the def2-TZVPD basis set

Each line ends with the Löwdin charge.
Element x y z (Å)
S 0.953 -1.912 0.131  1.0634
O -0.926 2.492 -0.198  -0.1211
N 3.115 -0.359 0.060  -0.0665
N 3.726 -1.628 0.414  -0.0608
N 1.063 0.618 -0.199  0.0745
C -0.563 -1.016 -0.084  -0.4570
C -2.708 0.683 0.047  -0.0181
C -2.845 -0.665 0.133  -0.1352
C -1.388 1.241 -0.139  -0.2127
C 1.865 -0.430 -0.003  -0.7209
C -0.287 0.346 -0.221  -0.2055
C -1.900 3.532 -0.393  -0.0571
C -1.800 -1.511 0.231  -0.1291
H 4.168 -1.577 1.352  0.0855
H 4.340 -1.915 -0.322  0.0531
H -1.891 -2.597 0.616  0.1435
H -1.325 4.469 -0.145  0.0983
H -3.877 -0.900 0.394  0.1148
H -2.687 3.432 0.353  0.0723
H -2.227 3.375 -1.608  0.1709
H -3.516 1.326 0.040  0.0760
H 1.597 1.542 -0.532  0.2316

As for the structure (SMILES): COc1cccc2s/c(=N\N)[nH]c12. The LUMO energy is 0.72 eV. The energy relative to the best compared isomer or geometry (same formula, charge and spin) is 248.5 kJ/mol. Its total energy is -25792.4938 eV. The charge is 0. As for the spin multiplicity: 1.

E_HOMO / eV: -7.84 -7.73
Kohn-Sham gap / eV: 8.236 8.452